Entry from the Open Molecules 2025 dataset: a 7-piece molecular cluster, C54H80F3NO27P overall (ωB97M-V/def2-TZVPD).

Results
Charge: +1
HOMO-LUMO gap: 6.65 eV
HOMO level: -10.9 eV

Cartesian coordinates (Å):
C1 -5.58366 -5.34396 -0.20373
C2 -4.41181 -4.65841 -0.95249
C3 -4.52159 -3.15080 -0.61201
C4 -4.66917 -4.89492 -2.44893
C5 -3.13654 -5.32141 -0.37624
C6 -1.80269 -5.17066 -1.14093
C7 -1.62633 -3.79859 -1.80462
C8 -1.69360 -6.29216 -2.22231
C9 -0.57740 -5.38264 -0.21342
C10 0.75432 -5.31885 -0.73063
C11 1.90894 -5.47876 0.07758
C12 1.77308 -5.72041 1.47822
O1 2.91561 -5.87821 2.22474
C13 2.93505 -5.12904 3.43676
C14 4.26620 -4.38438 3.56506
O2 4.60860 -3.78541 2.31251
C15 4.87212 -2.40021 2.41055
C16 3.57124 -1.55385 2.41629
C17 3.21404 -1.13381 1.00829
C18 3.40539 -2.12752 0.01479
N1 3.16013 -1.87212 -1.27387
O3 3.42120 -2.89276 -2.15472
C19 2.71308 -0.67699 -1.74089
C20 2.53111 -0.57648 -3.23682
C21 1.41930 -1.46800 -3.84014
O4 0.16189 -0.83090 -3.88401
C22 1.78948 -1.76609 -5.29026
F1 1.98387 -0.60969 -5.93958
F2 2.93555 -2.45954 -5.35898
F3 0.84823 -2.45616 -5.91840
C23 2.49960 0.38890 -0.80274
C24 2.04780 1.72806 -1.37245
C25 0.58812 1.69460 -1.90685
C26 -0.46164 2.38719 -1.02308
C27 -1.26939 1.45154 -0.17567
O5 -2.19728 1.81402 0.44443
O6 -0.88215 0.13603 -0.14088
C28 2.72670 0.13896 0.59364
P1 2.37843 1.45522 1.81796
O7 1.20517 2.21487 1.36082
O8 3.70036 2.32049 1.96193
O9 2.02151 0.79991 3.23580
C29 0.47082 -5.81944 2.01250
C30 -0.68258 -5.66107 1.18341
H1 -6.52490 -4.84338 -0.41636
H2 -5.37819 -5.39098 0.86559
H3 -5.67365 -6.36241 -0.58996
H4 -5.56462 -2.89056 -0.45210
H5 -4.05688 -2.51958 -1.36471
H6 -4.02774 -2.98691 0.34958
H7 -4.30311 -4.09202 -3.08743
H8 -4.33249 -5.86884 -2.79732
H9 -5.75129 -4.89459 -2.59918
H10 -3.35108 -6.39052 -0.32360
H11 -3.05602 -4.96415 0.64849
H12 -0.57855 -3.60125 -2.03173
H13 -2.15245 -3.75602 -2.75595
H14 -1.95050 -3.00049 -1.13804
H15 -0.66613 -6.58278 -2.41948
H16 -2.30190 -7.15767 -1.97507
H17 -2.08760 -5.89642 -3.16017
H18 0.88685 -5.15423 -1.79856
H19 2.90393 -5.43081 -0.34978
H20 2.10094 -4.43072 3.49553
H21 2.89174 -5.84375 4.26271
H22 4.18989 -3.62119 4.33932
H23 5.05443 -5.10041 3.79600
H24 5.45842 -2.07482 1.55157
H25 5.44615 -2.18743 3.31081
H26 3.76509 -0.70259 3.05669
H27 2.75031 -2.09786 2.88390
H28 3.77884 -3.11026 0.26987
H29 2.64436 -3.47986 -2.11534
H30 2.35066 0.44662 -3.53738
H31 3.48639 -0.87094 -3.67608
H32 1.31028 -2.38755 -3.27311
H33 -0.32654 -1.10070 -3.09826
H34 2.23031 2.54962 -0.69401
H35 2.69553 1.90285 -2.23325
H36 0.58496 2.14923 -2.89373
H37 0.32192 0.65126 -1.98855
H38 -0.04647 3.18398 -0.41906
H39 -1.17442 2.86388 -1.69991
H40 -0.78309 -0.12459 0.78288
H41 3.56991 3.04781 2.59783
H42 2.59538 1.12675 3.94256
H43 0.34576 -6.00453 3.07263
H44 -1.63881 -5.76775 1.67131
C31 -5.16627 4.78176 -1.42515
C32 -5.46319 3.86253 -2.58003
C33 -4.25730 3.23630 -3.23325
O10 -4.75185 2.95229 -4.54943
C34 -5.72023 3.86915 -4.81760
O11 -6.21784 4.02069 -5.88556
O12 -6.03874 4.56406 -3.70177
H45 -6.07846 5.26367 -1.07409
H46 -4.72540 4.22460 -0.59779
H47 -4.48088 5.57687 -1.72123
H48 -6.17900 3.09380 -2.27241
H49 -3.92712 2.32570 -2.73767
H50 -3.41644 3.92851 -3.32687
C35 8.15280 4.77146 -0.31761
C36 7.92712 4.09829 1.01031
C37 7.55665 2.63708 0.94581
O13 6.84991 2.46496 2.18619
C38 6.30322 3.65506 2.49767
O14 5.50123 3.82184 3.36976
O15 6.77275 4.63069 1.69846
H51 8.32023 5.83886 -0.18048
H52 9.02246 4.34462 -0.81601
H53 7.28165 4.66165 -0.96521
H54 8.79357 4.24942 1.65946
H55 8.41403 1.97167 0.89322
H56 6.86808 2.41346 0.12688
C39 -8.37935 1.62582 -6.96519
C40 -8.05421 0.87732 -5.70179
C41 -6.83092 -0.00079 -5.77509
O16 -7.10228 -0.96496 -4.74563
C42 -8.45377 -1.07385 -4.64497
O17 -9.01524 -1.91078 -4.01742
O18 -9.06244 -0.09618 -5.36083
H57 -9.31846 2.16843 -6.86193
H58 -7.58460 2.33879 -7.18040
H59 -8.49288 0.94847 -7.81317
H60 -7.97867 1.57780 -4.86371
H61 -5.90466 0.53197 -5.57186
H62 -6.74914 -0.52782 -6.72856
C43 -10.30550 5.69265 2.72511
C44 -9.58566 6.54833 1.71573
C45 -9.22819 5.86041 0.42143
O19 -8.11263 6.64546 -0.02618
C46 -7.50877 7.14967 1.08367
O20 -6.45204 7.68886 1.08561
O21 -8.27988 6.94063 2.17920
H63 -10.43969 6.23703 3.65911
H64 -11.28572 5.40243 2.34771
H65 -9.73199 4.79348 2.95436
H66 -10.15563 7.46199 1.52382
H67 -10.02966 5.87528 -0.31286
H68 -8.88824 4.83220 0.57014
C47 8.45956 -6.00076 4.46445
C48 8.46289 -4.80969 3.54234
C49 9.80819 -4.15952 3.32740
O22 9.42662 -2.82032 2.96545
C50 8.24358 -2.56800 3.56398
O23 7.73061 -1.49460 3.62292
O24 7.71679 -3.70041 4.08994
H69 7.44127 -6.34836 4.63755
H70 9.03545 -6.81773 4.03128
H71 8.88256 -5.74390 5.43625
H72 8.00253 -5.07394 2.58533
H73 10.39256 -4.62219 2.53681
H74 10.40406 -4.11014 4.24101
C51 3.04557 5.58687 4.30474
C52 3.46231 6.95167 4.78383
C53 3.96627 7.01174 6.20497
O25 3.70804 8.37852 6.54568
C54 2.64247 8.78565 5.80516
O26 2.05366 9.80002 5.96760
O27 2.34909 7.85755 4.85325
H75 2.60792 5.65228 3.30621
H76 3.90441 4.91907 4.26731
H77 2.28347 5.15624 4.95834
H78 4.19574 7.38190 4.09504
H79 5.02485 6.78254 6.29960
H80 3.39204 6.37387 6.88190

These are the Mulliken partial charges, in e, on atoms 1 to 8: atom 1 (C): -1.939, atom 2 (C): 2.444, atom 3 (C): -1.821, atom 4 (C): -1.759, atom 5 (C): -2.490, atom 6 (C): 3.663, atom 7 (C): -1.131, atom 8 (C): -1.716